Density functional theory data (the ωB97M-V functional and the def2-TZVPD basis) for 2 unconnected molecules or ions with the total composition C6H10O at a distorted geometry.

The geometry in XYZ format:
```
17
Properties=species:S:1:pos:R:3:lowdin_charge:R:1
C 2.81 0.80 -0.19 0.010
C 2.05 0.08 0.63 -0.173
C 0.60 0.05 0.63 -0.127
C -0.20 0.45 -0.37 -0.130
C -1.64 0.63 -0.20 -0.193
C -2.36 1.35 -1.05 0.001
H 3.89 0.67 -0.14 0.052
H 2.50 1.59 -0.87 0.058
H 2.57 -0.38 1.44 0.087
H 0.08 -0.33 1.51 0.105
H 0.29 0.92 -1.22 0.108
H -2.07 0.24 0.71 0.101
H -2.01 1.67 -2.03 0.058
H -3.43 1.49 -0.93 0.051
O -0.80 -3.15 0.96 -0.053
H -0.57 -2.64 0.19 0.012
H -1.71 -3.43 0.93 0.034
```

The value obtained for the energy above the lowest of the compared OMol25 structures with the same formula, charge and spin is 38.6 kcal/mol. Its total energy is -8429.568 eV. As for the SMILES: C=C/C=C/C=C.O. Its spin multiplicity is 1. As for the HOMO-LUMO gap: 8.69 eV. For the max |F|, the calculation gives 1.195 eV/A. Its net charge is 0.